96
Properties=species:S:1:pos:R:3 method="wB97M-V/def2-TZVPD" molar_mass_g_mol=818.59 multiplicity=1 max_force_ev_per_a=4.54 orbital_gap_ev=5.2 e_lumo_ha=-0.0116
Sn 10.55551 -15.75718 -5.84454
C 6.59138 -18.03647 -5.88448
C 7.20299 -17.93232 -4.47758
C 8.70102 -17.91572 -4.42784
N 9.34219 -16.56328 -4.23295
C 9.32502 -15.90506 -3.09031
C 8.63568 -16.44016 -1.95867
C 8.84702 -16.16861 -0.62055
C 9.29198 -14.98718 -0.00464
C 9.84528 -13.89980 -0.68436
C 10.27650 -13.81334 -1.99603
C 10.23404 -14.72201 -3.06604
N 11.02840 -14.57435 -4.11270
C 12.34783 -13.90137 -4.14416
C 12.25953 -12.68995 -5.04714
C 11.95196 -13.10300 -6.51470
N 10.64311 -13.77804 -6.66968
C 9.72912 -13.44716 -7.58989
C 9.72011 -12.17366 -8.16537
C 9.28085 -11.82576 -9.37522
C 8.24134 -12.47228 -10.07516
C 7.31637 -13.41553 -9.68640
C 7.43970 -14.15383 -8.53648
C 8.60860 -14.39786 -7.78889
N 8.66691 -15.49127 -7.03925
C 7.99039 -16.68326 -7.52023
C 6.64094 -16.85871 -6.86125
H 6.96155 -18.94595 -6.46842
H 5.52016 -18.31022 -5.74873
H 6.77424 -16.98526 -4.07523
H 6.82195 -18.77545 -3.89361
H 9.05437 -18.56887 -3.56835
H 9.10542 -18.43076 -5.32476
H 7.99832 -17.30311 -2.11399
H 8.52739 -16.94799 0.07628
H 9.24869 -14.95085 1.10867
H 10.02666 -13.02661 -0.08254
H 10.90432 -12.91742 -2.17510
H 12.66618 -13.67615 -3.16099
H 13.03051 -14.65927 -4.50358
H 11.43417 -12.04096 -4.75391
H 13.12249 -12.05065 -5.00311
H 11.94173 -12.19515 -7.17114
H 12.72759 -13.74964 -6.97736
H 10.19279 -11.43321 -7.53839
H 9.70820 -10.98909 -9.92331
H 8.16113 -12.15383 -11.10878
H 6.50043 -13.64663 -10.34010
H 6.59545 -14.78858 -8.22539
H 7.79401 -16.61198 -8.60850
H 8.61955 -17.61058 -7.40152
H 6.38481 -15.93744 -6.28087
H 5.87187 -17.03849 -7.65266
O 11.12362 -21.59198 -8.60641
C 11.16087 -20.38252 -7.95131
O 10.56454 -19.40037 -8.33107
C 12.05244 -20.43983 -6.73800
C 12.43883 -21.69596 -6.22753
C 13.29651 -21.72294 -5.16229
C 13.72605 -20.53182 -4.60005
C 13.28828 -19.29475 -5.15555
N 12.53752 -19.27628 -6.27072
C 13.51400 -17.95514 -4.49704
O 14.73197 -17.75554 -3.82844
O 12.75410 -16.97468 -4.53983
H 10.60274 -21.34320 -9.41051
H 12.07375 -22.66306 -6.65922
H 13.52253 -22.68572 -4.66573
H 14.34852 -20.49286 -3.67531
H 15.23993 -18.57827 -3.67957
C 11.97779 -16.24044 -11.77972
N 12.78544 -16.53023 -10.59659
C 13.59768 -17.75003 -10.45024
C 12.94907 -15.62869 -9.65623
N 13.13269 -15.03905 -8.64632
H 11.85649 -17.16994 -12.30871
H 12.52527 -15.55902 -12.39352
H 11.00040 -15.80562 -11.49899
H 12.98979 -18.68402 -10.13896
H 14.34769 -17.54456 -9.67176
H 14.11663 -17.94931 -11.40802
C 19.31589 -15.89483 -7.30419
N 18.06509 -15.17520 -7.21976
C 17.93576 -13.83720 -6.71413
C 16.48251 -13.48224 -6.93703
N 15.92188 -14.68423 -7.51421
C 16.86269 -15.66424 -7.67518
S 16.64791 -17.24719 -8.17799
H 19.98461 -15.47501 -8.10532
H 19.02213 -16.89676 -7.54888
H 19.81972 -15.89106 -6.34922
H 18.63241 -13.15636 -7.16983
H 18.15646 -13.93919 -5.61625
H 16.32153 -12.62318 -7.65056
H 15.92620 -13.28130 -5.99872
H 14.95228 -14.78409 -7.90558

***

98
Properties=species:S:1:pos:R:3 method="wB97M-V/def2-TZVPD" molar_mass_g_mol=1034.21 multiplicity=1 max_force_ev_per_a=14.58 orbital_gap_ev=5.4 total_charge=-2 e_lumo_ha=0.1456
Ba -0.86046 0.72644 0.11979
O -0.77588 4.54730 2.18815
As -1.33353 3.04126 1.37185
O -0.66889 3.03636 -0.12415
O -0.67392 1.77212 2.13344
C -3.15985 3.34734 1.77391
C -3.65562 4.58795 2.13427
C -4.97000 4.67332 2.57236
C -5.75698 3.53072 2.66871
C -5.24666 2.28857 2.31736
C -3.93896 2.20741 1.87923
S -3.31889 0.85921 0.88622
O -2.35226 0.02591 1.55497
O -4.52089 0.12249 0.54165
O -2.76024 1.54099 -0.27455
H 0.18733 4.54130 2.08126
H -3.01787 5.45610 2.05221
H -5.38669 5.63753 2.83891
H -6.78428 3.61544 3.00173
H -5.84656 1.38931 2.35720
C -0.43021 -0.87185 4.03510
C 0.01925 -1.96979 3.06847
C -1.19184 -2.79782 2.63220
C 1.04545 -2.89237 3.73645
O 0.60252 -1.40739 1.87933
Si 1.99507 -0.56631 1.66307
S 1.94991 0.40345 -0.18832
O 2.25376 0.26388 3.06303
C 3.39999 0.90560 3.58599
C 4.27376 1.47657 2.46874
C 4.19077 -0.11785 4.41046
C 2.88929 2.03134 4.48722
O 3.30620 -1.62134 1.71228
C 3.92401 -2.47930 0.73976
C 4.89875 -1.67049 -0.12304
C 2.89482 -3.16962 -0.14861
C 4.69764 -3.51623 1.55785
H -0.94971 -1.30710 4.89370
H -1.10351 -0.20091 3.51467
H 0.42550 -0.28900 4.36829
H -1.59234 -3.35713 3.48164
H -0.90608 -3.47415 1.82762
H -1.95646 -2.13467 2.24095
H 0.61463 -3.36219 4.62312
H 1.93187 -2.32127 4.01664
H 1.34689 -3.66501 3.02624
H 4.66580 0.65533 1.86949
H 5.09155 2.07639 2.87405
H 3.65318 2.07636 1.80210
H 4.45002 -0.95015 3.75672
H 3.57030 -0.49771 5.22526
H 5.09618 0.32982 4.82811
H 2.28536 2.71651 3.89083
H 3.71932 2.57756 4.94181
H 2.25562 1.62030 5.27502
H 4.32298 -0.88838 -0.61243
H 5.36850 -2.31762 -0.86796
H 5.67349 -1.21937 0.50341
H 2.40607 -2.43484 -0.78461
H 2.11790 -3.63525 0.45890
H 3.37500 -3.93167 -0.76746
H 5.37879 -3.01069 2.24600
H 5.27301 -4.16369 0.89260
H 4.00496 -4.12426 2.14298
S -0.68035 -2.20144 -0.76710
C -1.07655 -2.63054 -2.39363
C -1.56482 -3.90002 -2.76259
C -1.93804 -4.17258 -4.06361
C -1.81738 -3.20321 -5.05525
C -1.31930 -1.94985 -4.71748
C -0.94089 -1.66005 -3.41353
As -0.42494 0.11569 -2.66857
C -2.18431 0.91532 -2.98891
C -3.37338 0.19826 -2.90604
C -4.59384 0.85727 -2.95483
C -4.63869 2.23684 -3.08349
C -3.45651 2.96223 -3.16196
C -2.24013 2.30369 -3.11639
C 0.23890 0.69668 -4.52263
C -0.49547 1.25673 -5.56529
C 0.11019 1.57183 -6.77528
C 1.46180 1.32478 -6.96460
C 2.20942 0.77274 -5.93238
C 1.60408 0.46532 -4.72387
H -1.66990 -4.64321 -1.98175
H -2.33495 -5.14976 -4.32187
H -2.11816 -3.41590 -6.07473
H -1.23348 -1.18241 -5.47772
H -3.33660 -0.87374 -2.74779
H -5.51497 0.29539 -2.85781
H -5.59212 2.75321 -3.09323
H -3.48854 4.04397 -3.22716
H -1.30567 2.85547 -3.11816
H -1.55471 1.43775 -5.42358
H -0.47744 2.00326 -7.57857
H 1.92917 1.56894 -7.91178
H 3.26654 0.58620 -6.08515
H 2.15424 0.04643 -3.88548

***

90
Properties=species:S:1:pos:R:3 method="wB97M-V/def2-TZVPD" molar_mass_g_mol=818.77 s_squared=8.778 multiplicity=6 max_force_ev_per_a=1.53 orbital_gap_ev="7.3 / 5.7" total_charge=+1 e_lumo_ha="-0.0813 / -0.1704"
Ru -1.10304 -0.83453 1.96307
C 4.70426 -1.37403 1.84767
C 3.49286 -1.34823 2.71917
C 3.57286 -1.16653 4.09917
C 2.40926 -1.14863 4.85367
C 1.20876 -1.29713 4.18687
Br -0.44524 -1.35483 5.12247
N 1.09656 -1.44603 2.86967
C 2.22736 -1.48663 2.16507
H 5.61166 -1.38273 2.44577
H 4.71616 -0.49483 1.20047
H 4.69606 -2.25223 1.20417
H 4.53096 -1.05453 4.58077
H 2.43026 -1.01693 5.92247
H 2.11256 -1.64303 1.09557
C -1.04514 0.38367 -6.78543
C -0.54214 0.22347 -5.38533
C -1.02624 0.99587 -4.34173
C -0.51714 0.89687 -3.05383
C -1.12844 1.75057 -1.98603
C 0.52166 -0.00133 -2.80173
As 1.32036 -0.14573 -0.99003
N -0.23214 -0.49543 -0.11243
C -1.04574 -1.48533 -0.56303
C -0.59754 -2.64223 -1.24053
C -1.49114 -3.58373 -1.70683
C -2.85794 -3.43333 -1.49473
C -3.32444 -2.31403 -0.82253
C -2.44974 -1.34733 -0.36643
C 1.83026 1.73237 -0.57993
C 2.55986 2.38167 -1.58613
C 3.07086 1.66537 -2.80023
C 2.85046 3.73207 -1.45833
C 2.47696 4.45567 -0.33573
C 2.75596 5.92167 -0.23683
C 1.87196 3.76717 0.70597
C 1.57416 2.41327 0.61647
C 1.06466 1.72577 1.84557
C 0.99536 -0.81853 -3.83183
C 2.10676 -1.81083 -3.65723
C 0.45566 -0.69553 -5.10253
H -1.88384 1.07287 -6.82353
H -1.35534 -0.57553 -7.19673
H -0.24754 0.77037 -7.42053
H -1.81914 1.70477 -4.52683
H -1.58694 2.63507 -2.42173
H -0.39114 2.07417 -1.25223
H -1.90564 1.18967 -1.46663
H 0.47306 -2.77433 -1.38213
H -1.12394 -4.44443 -2.24743
H -3.55064 -4.17003 -1.86743
H -4.38654 -2.17453 -0.68143
H -2.82674 -0.40683 0.03807
H 3.39886 0.65347 -2.53683
H 3.91096 2.21427 -3.21683
H 2.30446 1.59077 -3.57253
H 3.38716 4.22677 -2.25513
H 3.43046 6.23957 -1.02833
H 3.19806 6.17467 0.72557
H 1.82636 6.48547 -0.33213
H 1.64906 4.29547 1.62147
H 0.63706 2.44357 2.54337
H 1.89726 1.22777 2.34877
H 0.30096 0.96037 1.60997
H 2.38576 -1.90893 -2.60593
H 2.98356 -1.48753 -4.21703
H 1.80756 -2.78523 -4.03933
H 0.84286 -1.32143 -5.89303
N -1.69604 -4.12093 1.54217
C -2.56154 -5.09943 1.86107
C -3.35574 -4.61393 2.87417
C -2.89454 -3.31573 3.10587
N -1.89044 -3.02993 2.28877
H -0.98304 -4.13733 0.82537
H -2.55854 -6.04883 1.36497
H -4.15314 -5.11933 3.37647
H -3.22804 -2.60513 3.84047
C -2.22164 1.74727 4.53677
Si -2.55814 0.97567 2.78987
C -2.61524 2.47427 1.54957
C -4.38314 0.31217 2.83037
H -2.87234 2.60807 4.66147
H -1.19794 2.08677 4.66117
H -2.43564 1.04317 5.33427
H -3.06144 3.32957 2.04637
H -3.22984 2.24047 0.68297
H -1.64214 2.78487 1.18657
H -5.01014 1.09497 3.24767
H -4.50544 -0.57223 3.44827
H -4.76034 0.08377 1.83687